A structure of composition C5H13N3O. Source: the OMol25 dataset; level of theory: ωB97M-V/def2-TZVPD.

Geometry as XYZ:
```
22
Properties=species:S:1:pos:R:3:forces:R:3:lowdin_charge:R:1
C -0.58083 -1.55820 0.49585 0.7590 2.2144 0.9239 -0.11
C 0.42995 -2.23239 1.39724 -0.0369 -0.0618 0.1127 -0.16
N -1.37071 -0.16650 -1.51846 0.4661 -1.1676 1.8814 0.03
N -0.57222 -0.50353 -2.34939 -1.5831 0.2553 -1.7685 0.05
H -0.48569 0.14004 -3.15787 1.3871 0.5684 0.4611 0.09
H -0.74067 -2.17824 -0.38184 0.1764 0.5866 -0.3837 0.06
H -1.53221 -1.37923 0.99318 0.0145 -0.0484 0.0087 0.08
H 0.05017 -3.21998 1.68922 0.0922 0.0874 -0.0189 0.07
H 0.61674 -1.66822 2.31155 -0.0322 0.0085 -0.0282 0.07
H 1.38467 -2.38997 0.88736 -0.0722 -0.0180 0.0144 0.07
C -0.66056 2.26873 -0.98046 0.7068 -0.1484 -0.0894 -0.13
C 1.46210 0.37774 0.10597 0.2128 0.2493 -0.1380 -0.04
C -0.00497 0.36386 0.46780 0.0795 -3.9515 -0.2587 -0.54
O -0.16741 0.64039 1.82571 -0.1303 0.6343 0.2007 -0.01
N -0.92378 1.01095 -0.33594 -1.6772 0.9934 -0.8824 -0.11
H -0.65154 1.47556 1.90093 -0.0896 -0.3141 0.0177 0.11
H -0.53573 3.03287 -0.20557 0.1058 0.0469 -0.1524 0.09
H -1.51225 2.56365 -1.59793 -0.0012 -0.1080 0.1223 0.08
H 0.24541 2.24742 -1.60841 -0.0674 0.2041 0.0122 0.07
H 1.84475 1.40415 0.08336 -0.0481 0.0050 -0.0286 0.08
H 1.64743 -0.07593 -0.86942 -0.0949 0.0158 -0.0297 0.08
H 2.05736 -0.15316 0.84709 -0.1671 -0.0518 0.0234 0.07
```
Positions in Å, forces in eV/Å.

Summary:
Lowest unoccupied orbital energy (alpha / beta)   -1.0 / -0.2 eV
Energy relative to the best compared isomer or geometry (same formula, charge and spin)   169.07 kcal per mole
E_HOMO (alpha / beta)   -8.43 / -8.24 eV
Gap between HOMO and LUMO (alpha / beta)   7.47 / 8.04 eV
Total charge   0
Multiplicity   1